Model w:
# C10H16O

A 2-piece molecular cluster, C10H16O overall (the ωB97M-V functional and the def2-TZVPD basis, the Open Molecules 2025 dataset).

Bonds (Å) are listed after each position.
Geometry (Å):
1 C -0.53 0.35 -3.58  C2 1.543, H3 1.074, H4 1.100, H5 1.115
2 C 0.58 -0.71 -3.49  C1 1.543, H6 1.063, H7 1.089, H8 1.117
3 H -1.36 0.00 -4.18  C1 1.074
4 H -0.91 0.76 -2.63  C1 1.100
5 H 0.03 1.28 -3.80  C1 1.115
6 H 0.41 -1.64 -3.00  C2 1.063
7 H 1.53 -0.29 -3.16  C2 1.089
8 H 0.72 -1.12 -4.52  C2 1.117
9 C 1.08 0.32 -0.08  C10 1.531, C11 1.497, H18 1.080, H19 1.098
10 C 2.48 -0.21 0.24  C9 1.531, H20 1.085, H26 1.115, H27 1.087
11 C 0.22 0.24 1.15  C9 1.497, C12 1.448, C13 1.435
12 C -0.06 -0.98 1.89  C11 1.448, C14 1.391, H21 1.091
13 C -0.50 1.41 1.54  C11 1.435, C15 1.369, H22 1.082
14 C -1.19 -1.07 2.68  C12 1.391, C16 1.396, H23 1.051
15 C -1.57 1.39 2.38  C13 1.369, C16 1.405, H24 1.059
16 C -1.96 0.09 2.76  C14 1.396, C15 1.405, O17 1.377
17 O -3.08 0.09 3.57  C16 1.377, H25 0.980
18 H 1.07 1.31 -0.51  C9 1.080
19 H 0.53 -0.39 -0.71  C9 1.098
20 H 2.73 -1.25 0.07  C10 1.085
21 H 0.82 -1.62 1.83  C12 1.091
22 H -0.28 2.26 0.90  C13 1.082
23 H -1.39 -1.97 3.20  C14 1.051
24 H -2.10 2.25 2.71  C15 1.059
25 H -3.33 -0.82 3.80  O17 0.980
26 H 2.84 -0.06 1.29  C10 1.115
27 H 3.20 0.37 -0.33  C10 1.087

Results
Multiplicity ... 2
Total charge ... +1
Expectation value of S² ... 0.766
HOMO (spin up / spin down) ... -13.82 / -13.83 eV



Model x:
# C10H16O

A 2-piece molecular cluster, C10H16O overall (the ωB97M-V functional and the def2-TZVPD basis, the Open Molecules 2025 dataset).

Bonds (Å) are listed after each position.
Geometry (Å):
1 C 1.56 -1.64 -1.77  C2 1.560, C3 1.513, H4 1.141, H5 1.110
2 C 1.96 -1.41 -3.26  C1 1.560, H6 1.150, H7 1.097, H10 1.105
3 C 0.21 -2.33 -1.76  C1 1.513, H8 1.134, H9 1.043, H11 1.122
4 H 2.37 -2.29 -1.30  C1 1.141
5 H 1.64 -0.65 -1.28  C1 1.110
6 H 3.11 -1.49 -3.29  C2 1.150
7 H 1.75 -0.39 -3.59  C2 1.097
8 H 0.47 -3.27 -2.34  C3 1.134
9 H -0.24 -2.48 -0.83  C3 1.043
10 H 1.66 -2.25 -3.91  C2 1.105
11 H -0.48 -1.90 -2.52  C3 1.122
12 C 1.29 1.56 3.13  C16 1.530, H24 1.211, H25 1.042, H27 1.207
13 C -0.26 1.06 -0.38  C14 1.434, C15 1.467, H20 1.103
14 C -1.51 0.46 -0.02  C13 1.434, C17 1.402, O19 1.314
15 C 0.64 1.45 0.72  C13 1.467, C16 1.378, H21 1.107
16 C 0.33 1.12 2.02  C12 1.530, C15 1.378, C18 1.420
17 C -1.80 0.18 1.32  C14 1.402, C18 1.393, H22 1.056
18 C -0.87 0.43 2.33  C16 1.420, C17 1.393, H26 1.139
19 O -2.31 0.24 -1.04  C14 1.314, H23 1.047
20 H -0.17 1.46 -1.40  C13 1.103
21 H 1.69 1.70 0.47  C15 1.107
22 H -2.80 -0.08 1.51  C17 1.056
23 H -3.22 -0.21 -0.80  O19 1.047
24 H 1.13 0.76 4.03  C12 1.211
25 H 1.01 2.48 3.52  C12 1.042
26 H -1.10 -0.10 3.31  C18 1.139
27 H 2.46 1.57 2.84  C12 1.207

Results
Multiplicity ... 2
Total charge ... +1
Expectation value of S² ... 0.772
HOMO (spin up / spin down) ... -13.83 / -13.82 eV



So which one is most stable? That would be model w, about 0.0190 hartree below the next structure.



Model w:
# C3H3NS2

One molecule with the formula C3H3NS2 (the ωB97M-V functional and the def2-TZVPD basis, the Open Molecules 2025 dataset).

Bonds (Å) are listed after each position.
Geometry (Å):
1 C -0.29 1.15 1.93  C2 1.294, H7 1.047, H8 1.071
2 C 0.14 0.50 0.90  C1 1.294, N3 1.219
3 N 0.83 0.03 0.02  C2 1.219, C4 1.479
4 C 0.35 -0.92 -1.00  N3 1.479, S5 1.590, S6 1.813
5 S 0.68 -2.47 -0.91  C4 1.590
6 S -0.27 -0.14 -2.52  C4 1.813, H9 1.295
7 H -0.44 1.02 2.96  C1 1.047
8 H -0.63 2.14 1.69  C1 1.071
9 H -0.36 -1.30 -3.07  S6 1.295

Results
Structure (SMILES) ... C=C=NC(=S)S
HOMO ... -8.99 eV



Model x:
# C3H3NS2

One molecule with the formula C3H3NS2 (the ωB97M-V functional and the def2-TZVPD basis, the Open Molecules 2025 dataset).

Bonds (Å) are listed after each position.
Geometry (Å):
1 C 0.21 -0.56 -0.91  C2 1.294, N4 1.353, H7 1.025
2 C -0.71 -0.81 -0.04  C1 1.294, S6 1.896, H8 1.076
3 C 0.16 0.65 1.91  S6 1.676, H9 1.128
4 N 0.64 0.70 -1.16  C1 1.353, S5 1.544
5 S 1.60 1.08 -2.30  N4 1.544
6 S -1.32 0.55 1.13  C2 1.896, C3 1.676
7 H 0.32 -1.35 -1.56  C1 1.025
8 H -1.03 -1.78 0.31  C2 1.076
9 H 0.11 1.52 2.62  C3 1.128

Results
HOMO (spin up / spin down) ... -8.45 / -8.38 eV



So which one is most stable? That would be model w, about 0.1282 hartree below the next structure.



Model w:
# C2H9N2O

An isolated ion of composition C2H9N2O and charge +1 (the ωB97M-V functional and the def2-TZVPD basis, the Open Molecules 2025 dataset).

Bonds (Å) are listed after each position.
Geometry (Å):
1 N 1.39 -0.68 0.66  C2 1.553, H6 1.014, H7 1.025, H8 1.013
2 C 0.73 0.70 0.44  N1 1.553, N3 1.399, H9 1.091, H10 1.084
3 N 0.08 0.66 -0.80  C2 1.399, C4 1.463, H11 0.992
4 C -1.18 -0.08 -0.86  N3 1.463, O5 1.401, H12 1.099, H13 1.089
5 O -2.01 0.26 0.22  C4 1.401, H14 0.957
6 H 1.58 -0.87 1.64  N1 1.014
7 H 0.74 -1.42 0.36  N1 1.025
8 H 2.25 -0.81 0.13  N1 1.013
9 H 0.03 0.79 1.27  C2 1.091
10 H 1.51 1.45 0.57  C2 1.084
11 H -0.02 1.45 -1.39  N3 0.992
12 H -0.94 -1.15 -0.97  C4 1.099
13 H -1.66 0.20 -1.79  C4 1.089
14 H -2.50 -0.50 0.53  O5 0.957

Results
Structure (SMILES) ... [NH3+]CNCO
Total charge ... +1
HOMO ... -14.34 eV



Model x:
# C2H9N2O

A 2-piece molecular cluster, C2H9N2O overall (the ωB97M-V functional and the def2-TZVPD basis, the Open Molecules 2025 dataset).

Bonds (Å) are listed after each position.
Geometry (Å):
1 C 1.33 0.76 -2.06  O2 1.479, H3 1.089, H4 1.107, H5 1.088
2 O 0.40 1.58 -1.26  C1 1.479, H6 0.998
3 H 1.66 1.34 -2.92  C1 1.089
4 H 2.18 0.42 -1.45  C1 1.107
5 H 0.71 -0.10 -2.31  C1 1.088
6 H 0.91 2.37 -0.92  O2 0.998
7 N -1.24 -1.49 1.98  C8 1.322, H10 1.024, H11 1.010
8 C -0.92 -0.93 0.82  N7 1.322, N9 1.303, H12 1.087
9 N 0.12 -0.15 0.73  C8 1.303, H13 1.012, H14 1.035
10 H -0.69 -1.35 2.82  N7 1.024
11 H -1.88 -2.28 1.95  N7 1.010
12 H -1.49 -1.11 -0.08  C8 1.087
13 H 0.18 0.47 -0.07  N9 1.012
14 H 0.65 0.08 1.58  N9 1.035

Results
Total charge ... +1
HOMO ... -14.96 eV



Model y:
# C2H9N2O

A 2-piece molecular cluster, C2H9N2O overall (the ωB97M-V functional and the def2-TZVPD basis, the Open Molecules 2025 dataset).

Bonds (Å) are listed after each position.
Geometry (Å):
1 O 1.61 -1.40 -0.78  C2 1.199
2 C 0.93 -0.92 0.08  O1 1.199, C3 1.510, H5 1.095
3 C -0.49 -0.52 -0.21  C2 1.510, N4 1.513, H6 1.088, H7 1.090
4 N -0.82 -1.10 -1.57  C3 1.513, H8 1.017, H9 1.019, H10 1.047
5 H 1.31 -0.75 1.10  C2 1.095
6 H -1.20 -0.90 0.53  C3 1.088
7 H -0.60 0.56 -0.26  C3 1.090
8 H -1.32 -1.99 -1.55  N4 1.017
9 H -1.31 -0.45 -2.18  N4 1.019
10 H 0.12 -1.32 -1.98  N4 1.047
11 N 0.30 2.06 1.49  H12 1.014, H13 1.001, H14 1.005
12 H 0.31 1.54 2.37  N11 1.014
13 H -0.11 2.94 1.71  N11 1.001
14 H 1.26 2.24 1.25  N11 1.005

Results
Total charge ... +1
HOMO ... -14.22 eV



So which one is most stable? That would be model x, about 0.0165 hartree below the next structure.